[1]
Density functional theory data (wB97M-V/def2-TZVPD) for a structure of composition C31H26N7O4PdSe.

total charge: +3
LUMO level: -9.49 eV

Each line ends with the natural charge from an NBO analysis.
CARTESIAN COORDINATES (ANGSTROEM)
1 Pd -0.835 -0.280 0.981  0.756
2 O -6.939 4.132 1.587  -0.243
3 C -5.873 4.233 1.932  1.139
4 O -4.705 4.249 2.275  -0.412
5 C -3.783 3.046 1.892  0.352
6 C -2.540 3.272 2.400  -0.223
7 C -1.680 2.206 2.111  0.231
8 N -2.152 1.150 1.442  -0.445
9 C -3.390 1.007 0.972  0.359
10 C -4.339 2.021 1.186  -0.325
11 C -3.623 -0.248 0.221  0.104
12 C -4.837 -0.577 -0.341  -0.178
13 C -4.957 -1.767 -1.056  -0.111
14 C -3.852 -2.581 -1.181  -0.188
15 C -2.657 -2.197 -0.581  0.086
16 N -2.539 -1.066 0.109  -0.428
17 C -0.240 2.131 2.446  0.188
18 C 0.452 3.189 2.993  -0.197
19 C 1.833 3.089 3.160  -0.091
20 C 2.460 1.920 2.785  -0.193
21 C 1.702 0.884 2.248  0.088
22 N 0.387 0.977 2.080  -0.459
23 H -2.263 4.146 2.969  0.289
24 H -5.345 1.972 0.798  0.278
25 H -5.695 0.073 -0.240  0.234
26 H -5.903 -2.040 -1.504  0.265
27 H -3.895 -3.511 -1.731  0.269
28 H -1.768 -2.810 -0.644  0.249
29 H -0.051 4.106 3.265  0.240
30 H 2.394 3.924 3.550  0.273
31 H 3.529 1.796 2.884  0.268
32 H 2.159 -0.041 1.925  0.245
33 C 2.765 -4.493 1.308  -0.418
34 N 1.710 -4.061 2.219  -0.338
35 C 0.824 -3.084 2.023  0.286
36 Se 0.733 -2.045 0.455  -0.047
37 N 0.025 -3.009 3.098  -0.519
38 C 0.390 -3.985 4.028  0.095
39 C -0.113 -4.323 5.276  -0.222
40 C 0.515 -5.370 5.925  -0.169
41 C 1.601 -6.049 5.354  -0.175
42 C 2.100 -5.707 4.111  -0.219
43 C 1.465 -4.656 3.463  0.156
44 H 2.839 -3.796 0.478  0.236
45 H 2.538 -5.487 0.928  0.240
46 H 3.711 -4.512 1.844  0.240
47 H -0.754 -2.376 3.166  0.434
48 H -0.951 -3.805 5.721  0.236
49 H 0.160 -5.676 6.899  0.246
50 H 2.057 -6.862 5.900  0.249
51 H 2.935 -6.236 3.674  0.245
52 O 2.773 5.673 1.605  -0.748
53 C 3.033 5.673 0.206  0.091
54 N 2.063 4.782 -0.376  -0.636
55 C 2.358 4.001 -1.462  0.654
56 O 3.425 3.996 -2.025  -0.549
57 C 1.261 3.054 -1.868  -0.163
58 C 1.064 2.718 -3.202  -0.087
59 C 0.103 1.770 -3.507  -0.234
60 C -0.587 1.158 -2.471  0.042
61 N -0.384 1.444 -1.182  -0.526
62 C 0.517 2.390 -0.909  0.031
63 H 3.225 6.431 1.992  0.493
64 H 4.022 5.281 -0.030  0.205
65 H 2.941 6.685 -0.195  0.176
66 H 1.095 4.995 -0.193  0.392
67 H 1.664 3.189 -3.970  0.261
68 H -0.095 1.485 -4.531  0.250
69 H -1.318 0.385 -2.686  0.194
70 H 0.704 2.608 0.137  0.178



[2]
Density functional theory data (wB97M-V/def2-TZVPD) for a cluster of 5 separate species, C44H48N3O16 in total.

total charge: +1
LUMO level: -4.29 eV

Each line ends with the Mulliken charge.
CARTESIAN COORDINATES (ANGSTROEM)
1 C 0.786 0.431 3.387  -0.491
2 C 1.787 1.380 3.508  -0.839
3 N 2.533 1.633 2.448  0.181
4 N 2.415 1.083 1.254  -0.338
5 C 1.468 0.166 1.121  0.278
6 C 1.351 -0.453 -0.224  1.785
7 C 0.799 -1.884 -0.284  -1.238
8 C 1.630 -2.715 -1.265  -0.968
9 C 1.589 -2.192 -2.697  -1.024
10 C 2.622 -1.101 -3.044  0.484
11 C 4.031 -1.345 -2.511  -0.046
12 C 5.110 -0.624 -3.333  -1.511
13 C 4.810 0.845 -3.595  -0.540
14 C 4.840 1.723 -2.334  -1.550
15 C 3.482 2.210 -1.821  0.608
16 C 2.600 2.830 -2.888  -0.272
17 C 1.432 3.645 -2.332  -1.162
18 N 0.305 2.776 -2.007  0.441
19 C -0.396 2.047 -2.919  -0.622
20 C -1.382 1.327 -2.280  -1.316
21 C -1.281 1.667 -0.910  0.197
22 C -0.246 2.555 -0.764  -1.255
23 C 0.619 -0.175 2.187  -0.142
24 H 0.161 0.188 4.230  0.656
25 H 1.959 1.909 4.428  0.492
26 H 3.266 2.328 2.533  0.322
27 H 2.374 -0.488 -0.588  -0.968
28 H 0.823 0.230 -0.885  -0.562
29 H -0.218 -1.842 -0.660  0.371
30 H 0.835 -2.395 0.674  0.594
31 H 1.187 -3.709 -1.263  0.462
32 H 2.637 -2.838 -0.880  0.478
33 H 1.765 -3.029 -3.366  0.216
34 H 0.599 -1.808 -2.927  0.417
35 H 2.221 -0.141 -2.735  -1.147
36 H 2.691 -1.045 -4.129  0.822
37 H 4.103 -0.954 -1.491  0.201
38 H 4.245 -2.407 -2.440  0.408
39 H 5.223 -1.170 -4.266  0.420
40 H 6.056 -0.677 -2.796  0.429
41 H 3.898 0.963 -4.163  0.380
42 H 5.598 1.202 -4.255  0.328
43 H 5.327 1.210 -1.507  0.560
44 H 5.445 2.606 -2.519  0.429
45 H 2.940 1.433 -1.296  -0.705
46 H 3.669 2.981 -1.068  0.716
47 H 2.168 2.014 -3.461  0.177
48 H 3.176 3.421 -3.597  0.457
49 H 1.131 4.396 -3.050  0.293
50 H 1.719 4.115 -1.398  0.329
51 H -0.183 2.055 -3.973  0.488
52 H -2.097 0.666 -2.724  0.657
53 H -1.925 1.274 -0.148  0.821
54 H 0.086 3.002 0.152  0.723
55 H -0.153 -0.908 2.041  0.938
56 C -5.237 1.851 -0.451  -0.963
57 C -6.367 2.494 -0.119  0.373
58 C -7.405 1.866 0.773  0.933
59 O -8.392 2.523 1.040  -0.629
60 C -7.171 0.516 1.261  -0.864
61 C -6.042 -0.121 0.929  0.194
62 C -4.997 0.516 0.058  1.178
63 O -3.992 -0.131 -0.193  -0.686
64 O -5.756 -1.354 1.340  -0.628
65 O -6.657 3.714 -0.541  -0.586
66 H -4.484 2.291 -1.091  0.494
67 H -7.929 0.068 1.887  0.488
68 H -4.889 -1.572 0.949  0.357
69 H -7.526 3.939 -0.155  0.358
70 C -1.299 5.168 4.923  -0.878
71 C -0.634 4.441 4.025  0.197
72 C -1.309 3.744 2.885  1.102
73 O -0.587 3.105 2.125  -0.228
74 C -2.740 3.822 2.779  -1.355
75 C -3.436 4.533 3.684  0.472
76 C -2.752 5.279 4.804  0.964
77 O -3.443 5.914 5.570  -0.584
78 O -4.750 4.630 3.665  -0.558
79 O 0.685 4.222 4.047  -0.717
80 H -0.816 5.673 5.748  0.484
81 H -3.220 3.280 1.976  0.588
82 H -5.002 5.200 4.418  0.363
83 H 0.821 3.673 3.252  0.241
84 C 5.195 -6.065 -3.806  -1.104
85 C 5.631 -6.804 -4.838  0.420
86 C 4.695 -7.310 -5.905  1.020
87 O 5.175 -7.957 -6.813  -0.603
88 C 3.279 -7.000 -5.785  -0.845
89 C 2.848 -6.266 -4.752  0.246
90 C 3.788 -5.741 -3.701  1.004
91 O 3.311 -5.061 -2.806  -0.494
92 O 1.571 -5.942 -4.573  -0.626
93 O 6.899 -7.141 -5.002  -0.572
94 H 5.858 -5.695 -3.037  0.458
95 H 2.613 -7.380 -6.546  0.438
96 H 1.539 -5.413 -3.754  0.327
97 H 6.939 -7.669 -5.823  0.366
98 C -5.162 -0.348 5.264  -1.438
99 C -5.186 -1.338 6.172  0.465
100 C -3.984 -2.212 6.430  0.978
101 O -4.079 -3.072 7.279  -0.578
102 C -2.776 -1.978 5.646  -0.795
103 C -2.766 -0.995 4.743  -0.071
104 C -3.955 -0.112 4.505  1.036
105 O -3.814 0.765 3.668  -0.190
106 O -1.711 -0.696 3.973  -0.373
107 O -6.250 -1.618 6.904  -0.576
108 H -6.015 0.287 5.072  0.501
109 H -1.924 -2.618 5.827  0.479
110 H -2.019 0.050 3.420  0.189
111 H -6.005 -2.369 7.479  0.367



[3]
Density functional theory data (wB97M-V/def2-TZVPD) for a structure of composition C23H33NOP2Sn.

total charge: +2
LUMO level (spin up / spin down): -9.13 / -9.25 eV

Each line ends with the natural charge from an NBO analysis.
CARTESIAN COORDINATES (ANGSTROEM)
1 C -1.787 2.841 -3.822  -0.159
2 C -1.443 1.530 -3.527  -0.055
3 C -0.156 1.104 -4.045  0.276
4 C 0.927 2.094 -4.138  -0.134
5 C 0.542 3.477 -3.989  -0.132
6 C -0.798 3.801 -4.041  -0.222
7 C 2.257 1.626 -4.101  -0.007
8 C 2.532 0.259 -3.911  -0.132
9 C 1.405 -0.676 -3.877  0.196
10 C 1.578 -1.949 -3.209  -0.043
11 C 2.861 -2.467 -3.200  -0.151
12 C 3.967 -1.628 -3.354  -0.234
13 C 3.817 -0.259 -3.511  -0.097
14 H -2.843 3.086 -3.891  0.239
15 H 1.290 4.211 -3.725  0.231
16 H -1.097 4.833 -4.205  0.248
17 H 2.962 2.297 -3.690  0.218
18 H 2.981 -3.546 -3.109  0.237
19 H 4.958 -2.054 -3.292  0.247
20 H 4.599 0.421 -3.234  0.231
21 N 0.171 -0.193 -4.074  -0.464
22 Sn 0.684 0.222 0.885  0.975
23 C -2.290 0.644 -2.642  -0.682
24 H -2.225 -0.405 -2.950  0.256
25 H -3.341 0.962 -2.686  0.259
26 C 0.429 -2.634 -2.510  -0.679
27 H -0.520 -2.447 -3.026  0.281
28 H 0.603 -3.720 -2.460  0.280
29 P -1.765 0.721 -0.820  0.854
30 P 0.218 -2.042 -0.728  1.062
31 C 1.566 -2.986 0.078  -0.971
32 H 1.544 -2.818 1.163  0.243
33 H 1.444 -4.058 -0.127  0.258
34 H 2.539 -2.647 -0.303  0.268
35 C -1.265 -3.004 -0.235  -0.963
36 H -0.996 -4.063 -0.109  0.276
37 H -1.657 -2.610 0.713  0.256
38 H -2.041 -2.909 -1.008  0.262
39 C -2.274 2.437 -0.423  -0.942
40 H -3.355 2.557 -0.582  0.249
41 H -2.036 2.664 0.627  0.237
42 H -1.734 3.146 -1.063  0.262
43 C -3.111 -0.206 0.033  -0.946
44 H -2.818 -0.363 1.084  0.237
45 H -4.043 0.375 0.002  0.257
46 H -3.268 -1.186 -0.438  0.242
47 H 1.229 1.196 -0.282  -0.256
48 H 1.792 1.601 1.394  -0.061
49 C 0.523 1.805 4.491  -0.442
50 C 0.420 0.298 4.822  -0.446
51 C -0.176 -0.402 3.602  -0.069
52 O -0.541 0.680 2.637  -0.625
53 C -0.287 2.027 3.216  -0.072
54 H 0.097 2.425 5.280  0.258
55 H 1.566 2.110 4.343  0.239
56 H -0.274 0.142 5.648  0.247
57 H 1.384 -0.136 5.094  0.249
58 H 0.551 -1.104 3.135  0.187
59 H -1.122 -0.928 3.759  0.226
60 H -1.304 2.410 3.351  0.224
61 H 0.255 2.656 2.482  0.216



[4]
Density functional theory data (wB97M-V/def2-TZVPD) for the molecule C11H13NO3.

energy above the lowest of the compared OMol25 structures with the same formula, charge and spin: 315.7 kJ/mol
LUMO level: 0.36 eV

Each line ends with the natural charge from an NBO analysis.
CARTESIAN COORDINATES (ANGSTROEM)
1 C 0.590 2.707 3.125  -0.287
2 O 1.936 2.324 3.333  -0.351
3 N 2.435 1.233 2.711  -0.083
4 C 1.756 0.493 1.950  -0.005
5 C 2.432 -0.673 1.306  -0.542
6 C 2.334 -0.554 -0.211  0.585
7 O 3.323 -0.382 -0.885  -0.529
8 C 0.983 -0.614 -0.809  -0.216
9 C -0.132 -1.152 -0.171  -0.167
10 C -1.367 -1.173 -0.790  -0.279
11 C -1.519 -0.648 -2.072  0.322
12 O -2.681 -0.612 -2.765  -0.483
13 C -3.845 -1.143 -2.176  -0.254
14 C -0.402 -0.113 -2.723  -0.260
15 C 0.824 -0.105 -2.104  -0.124
16 H -0.106 1.939 3.478  0.174
17 H 0.394 2.927 2.071  0.178
18 H 0.469 3.611 3.717  0.209
19 H 0.705 0.645 1.695  0.176
20 H 3.483 -0.679 1.593  0.258
21 H 1.961 -1.604 1.629  0.226
22 H -0.048 -1.586 0.814  0.211
23 H -2.206 -1.607 -0.268  0.215
24 H -4.110 -0.610 -1.258  0.178
25 H -4.635 -1.005 -2.912  0.205
26 H -3.735 -2.210 -1.961  0.179
27 H -0.532 0.285 -3.717  0.229
28 H 1.690 0.302 -2.602  0.238



[5]
Density functional theory data (wB97M-V/def2-TZVPD) for a structure of composition C37H32CrN4OP.

total charge: +2
LUMO level (spin up / spin down): -5.41 / -5.45 eV
spin multiplicity: 2
⟨S²⟩: 0.7873

Each line ends with the Löwdin spin population.
CARTESIAN COORDINATES (ANGSTROEM)
1 Cr 0.244 0.106 -0.364  1.154
2 C 1.891 -0.590 2.001  0.001
3 N 1.637 0.604 1.166  -0.006
4 C 1.073 1.727 1.945  0.001
5 C -0.430 1.643 2.039  0.001
6 C -1.121 2.185 3.108  -0.001
7 C -2.505 2.142 3.104  0.003
8 C -3.158 1.553 2.031  0.000
9 C -2.399 1.035 1.002  0.002
10 N -1.060 1.073 1.002  -0.007
11 C 2.882 0.979 0.457  0.000
12 C 3.153 -0.067 -0.596  0.003
13 C 4.440 -0.400 -0.972  -0.001
14 C 4.634 -1.433 -1.876  0.003
15 C 3.529 -2.122 -2.347  0.000
16 C 2.273 -1.721 -1.935  0.004
17 N 2.070 -0.692 -1.101  0.001
18 C 0.679 -1.463 2.114  0.003
19 C 0.454 -2.223 3.247  -0.001
20 C -0.658 -3.047 3.297  0.005
21 C -1.519 -3.059 2.215  -0.001
22 C -1.229 -2.262 1.123  0.004
23 N -0.139 -1.484 1.048  -0.003
24 H 2.256 -0.301 2.990  0.000
25 H 2.683 -1.174 1.528  0.000
26 H 1.328 2.653 1.427  0.000
27 H 1.517 1.780 2.942  0.000
28 H -0.580 2.635 3.930  0.000
29 H -3.068 2.561 3.927  0.000
30 H -4.236 1.498 1.990  0.000
31 H -2.862 0.567 0.142  0.000
32 H 3.728 1.051 1.147  0.000
33 H 2.737 1.955 -0.005  0.000
34 H 5.280 0.130 -0.542  0.000
35 H 5.632 -1.711 -2.184  0.000
36 H 3.630 -2.956 -3.026  0.000
37 H 1.393 -2.235 -2.290  0.000
38 H 1.142 -2.164 4.080  0.000
39 H -0.853 -3.654 4.170  0.000
40 H -2.412 -3.668 2.208  0.000
41 H -1.902 -2.234 0.283  0.000
42 O 0.663 2.026 -1.046  -0.025
43 C -0.351 1.491 -1.472  -0.073
44 C -1.438 1.843 -2.355  -0.011
45 C -1.798 3.109 -2.807  -0.005
46 C -2.893 3.204 -3.647  -0.001
47 C -3.583 2.055 -4.045  -0.004
48 C -3.197 0.792 -3.615  0.001
49 C -2.125 0.692 -2.742  -0.003
50 P -1.182 -0.780 -2.207  -0.023
51 C -2.371 -2.127 -1.988  -0.006
52 C -1.902 -3.443 -1.980  -0.002
53 C -2.755 -4.490 -1.672  0.000
54 C -4.082 -4.231 -1.350  -0.002
55 C -4.554 -2.926 -1.348  0.000
56 C -3.703 -1.876 -1.667  -0.002
57 C -0.340 -1.128 -3.797  -0.002
58 C -0.760 -2.118 -4.678  -0.001
59 C -0.137 -2.263 -5.913  0.000
60 C 0.894 -1.414 -6.279  -0.001
61 C 1.305 -0.408 -5.412  0.000
62 C 0.694 -0.269 -4.178  -0.001
63 H -1.245 3.988 -2.503  0.000
64 H -3.213 4.172 -4.008  0.000
65 H -4.427 2.153 -4.716  0.000
66 H -3.716 -0.090 -3.969  0.000
67 H -0.865 -3.654 -2.218  0.000
68 H -2.386 -5.507 -1.682  0.000
69 H -4.750 -5.048 -1.112  0.000
70 H -5.590 -2.725 -1.109  0.000
71 H -4.087 -0.863 -1.668  0.000
72 H -1.582 -2.773 -4.423  0.000
73 H -0.470 -3.038 -6.591  0.000
74 H 1.372 -1.528 -7.243  0.000
75 H 2.099 0.268 -5.699  0.000
76 H 1.030 0.516 -3.511  0.000



[6]
Density functional theory data (wB97M-V/def2-TZVPD) for a cluster of 2 separate species, C4H10N2O2 in total.

energy above the lowest of the compared OMol25 structures with the same formula, charge and spin: 361.7 kJ/mol
LUMO level: 0.86 eV

Each line ends with the natural charge from an NBO analysis.
CARTESIAN COORDINATES (ANGSTROEM)
1 C 0.191 1.152 2.388  -0.698
2 C -0.052 1.010 0.910  0.523
3 O 0.407 1.996 0.089  -0.707
4 N -0.528 -0.021 0.382  -0.367
5 N -1.174 -1.029 1.083  -0.670
6 H 0.876 0.379 2.717  0.241
7 H 0.451 2.195 2.534  0.247
8 H -0.761 0.765 3.005  0.210
9 H 0.363 1.815 -0.877  0.525
10 H -1.788 -1.591 0.531  0.361
11 H -1.608 -0.812 1.944  0.342
12 C 0.925 -1.267 -2.089  -0.761
13 C -0.155 -0.254 -2.162  0.495
14 O 0.017 0.936 -2.333  -0.603
15 H 1.323 -1.408 -1.013  0.272
16 H 1.931 -1.021 -2.528  0.238
17 H 0.702 -2.214 -2.607  0.230
18 H -1.122 -0.632 -1.973  0.121



[7]
Density functional theory data (wB97M-V/def2-TZVPD) for a cluster of 2 separate species, C22H33Si in total.

energy above the lowest of the compared OMol25 structures with the same formula, charge and spin: 0.0 kJ/mol
total charge: +1
LUMO level: -5.90 eV

Each line ends with the natural charge from an NBO analysis.
CARTESIAN COORDINATES (ANGSTROEM)
1 C -2.580 0.575 -4.707  -0.602
2 C -2.074 0.223 -3.315  -0.392
3 C -0.647 -0.297 -3.331  -0.861
4 Si 0.036 -0.832 -1.660  1.429
5 C -1.037 -2.172 -0.882  -0.860
6 C -1.123 -3.444 -1.706  -0.399
7 C -2.030 -4.492 -1.076  -0.601
8 C 1.826 -1.405 -1.802  -0.857
9 C 2.795 -0.404 -2.405  -0.393
10 C 4.209 -0.958 -2.518  -0.602
11 H 0.011 0.336 -0.779  -0.246
12 H -3.601 0.961 -4.703  0.212
13 H -1.951 1.331 -5.176  0.205
14 H -2.568 -0.297 -5.363  0.206
15 H -2.137 1.095 -2.650  0.194
16 H -2.727 -0.525 -2.848  0.192
17 H -0.563 -1.175 -3.975  0.229
18 H 0.035 0.457 -3.730  0.232
19 H -0.625 -2.376 0.109  0.215
20 H -2.028 -1.738 -0.733  0.221
21 H -1.469 -3.197 -2.718  0.201
22 H -0.114 -3.850 -1.853  0.201
23 H -2.086 -5.411 -1.662  0.218
24 H -1.684 -4.766 -0.079  0.201
25 H -3.048 -4.117 -0.965  0.201
26 H 2.143 -1.698 -0.799  0.215
27 H 1.792 -2.316 -2.404  0.232
28 H 2.428 -0.093 -3.392  0.204
29 H 2.788 0.517 -1.807  0.188
30 H 4.910 -0.247 -2.957  0.214
31 H 4.603 -1.238 -1.540  0.195
32 H 4.232 -1.856 -3.136  0.210
33 C 0.151 1.093 2.607  0.126
34 C -1.186 1.367 3.015  -0.100
35 C -2.210 0.605 2.408  -0.104
36 C -3.533 0.793 2.721  -0.218
37 C -3.892 1.750 3.655  -0.080
38 C -2.918 2.514 4.275  -0.218
39 C -1.590 2.331 3.967  -0.118
40 C 1.423 1.658 2.906  -0.109
41 C 2.540 1.122 2.225  -0.102
42 C 3.811 1.597 2.434  -0.218
43 C 4.023 2.628 3.332  -0.081
44 C 2.955 3.181 4.019  -0.218
45 C 1.679 2.712 3.813  -0.115
46 H 0.212 0.282 1.897  0.221
47 H -1.938 -0.139 1.677  0.231
48 H -4.294 0.199 2.237  0.242
49 H -4.933 1.896 3.897  0.239
50 H -3.210 3.253 5.007  0.241
51 H -0.866 2.929 4.477  0.213
52 H 2.381 0.323 1.520  0.229
53 H 4.643 1.170 1.895  0.242
54 H 5.023 2.997 3.495  0.239
55 H 3.134 3.984 4.719  0.241
56 H 0.880 3.164 4.361  0.213